Entry 1:
Entry from the OMol25 dataset: a cluster of 2 separate species, C5H12N2O in total at a distorted geometry (the ωB97M-V functional and the def2-TZVPD basis).

Structure (ORCA input):
```
! wB97M-V def2-TZVPD RIJCOSX def2/J DEFGRID3
* xyz 0 1
C -2.485 -0.166 -0.704
N -1.460 -0.129 0.331
C -0.482 -1.174 0.463
N -0.180 -1.832 -0.708
O -0.072 -1.497 1.556
H -3.251 0.569 -0.468
H -2.037 0.077 -1.668
H -2.962 -1.146 -0.780
H -1.813 0.107 1.249
H -0.224 -1.306 -1.565
H 0.649 -2.400 -0.627
C 1.724 0.867 -1.036
C 1.092 1.040 0.115
C 1.788 1.092 1.436
H 1.207 0.858 -1.987
H 2.792 0.687 -1.088
H -0.140 1.065 0.128
H 1.443 0.262 2.057
H 2.872 1.015 1.329
H 1.542 2.012 1.964
*
```

Output
SMILES   CNC(N)=O.C=CC
Lowest unoccupied orbital energy   0.8030 eV
Frontier orbital gap   10.0 eV
Largest force on an atom   0.0769 hartree/bohr
Electronic energy   -382.43373 a.u.



Entry 2:
Entry from the OMol25 dataset: the molecule C4H6N2O at a distorted geometry (the ωB97M-V functional and the def2-TZVPD basis).

Structure (ORCA input):
```
! wB97M-V def2-TZVPD RIJCOSX def2/J DEFGRID3
* xyz 0 1
H 0.446 -1.978 0.424
N -0.367 -1.523 0.821
C -0.965 -0.628 0.149
O -2.203 -0.269 0.512
C -0.351 0.320 -0.856
C 0.779 1.095 -0.164
C 1.793 0.122 0.374
N 2.752 -0.468 0.594
H -2.493 -0.836 1.242
H 0.057 -0.264 -1.685
H -1.123 1.004 -1.208
H 1.287 1.747 -0.877
H 0.387 1.678 0.673
*
```

Output
SMILES   [H]/N=C(/O)CCC#N
Lowest unoccupied orbital energy   0.6620 eV
Frontier orbital gap   10.6 eV
Largest force on an atom   0.0345 hartree/bohr
Electronic energy   -340.75287 a.u.



Entry 3:
Entry from the OMol25 dataset: a cluster of 3 separate species, C4H14O2S2 in total at a distorted geometry (the ωB97M-V functional and the def2-TZVPD basis).

Structure (ORCA input):
```
! wB97M-V def2-TZVPD RIJCOSX def2/J DEFGRID3
* xyz 0 1
C 1.682 1.303 -0.897
C 2.131 -0.074 -1.474
S 1.183 -0.791 -2.797
S -0.737 -0.765 -2.195
C -1.337 -1.470 -0.635
C -0.307 -2.080 0.387
H 1.646 1.418 0.162
H 0.602 1.655 -1.221
H 2.320 2.131 -1.099
H 2.272 -0.802 -0.617
H 3.140 0.066 -1.823
H -1.956 -0.841 0.018
H -1.879 -2.465 -1.002
H 0.001 -3.076 0.223
H -0.677 -1.874 1.424
H 0.648 -1.628 0.444
O -1.050 0.940 3.218
H -1.260 0.489 2.417
H -0.454 0.427 3.600
O -2.447 2.473 0.492
H -1.904 2.304 1.267
H -1.615 2.661 0.109
*
```

Output
SMILES   CCSSCC.O.O
Lowest unoccupied orbital energy   0.3019 eV
Frontier orbital gap   8.5 eV
Largest force on an atom   0.1219 hartree/bohr
Electronic energy   -1107.56233 a.u.



Entry 4:
Entry from the OMol25 dataset: a cluster of 2 separate species, C8H14O in total at a distorted geometry (the ωB97M-V functional and the def2-TZVPD basis).

Structure (ORCA input):
```
! wB97M-V def2-TZVPD RIJCOSX def2/J DEFGRID3
* xyz 0 1
C -1.062 -0.618 1.634
C -1.459 0.006 0.554
C -1.926 -0.762 -0.630
O -1.102 1.375 0.460
C -2.126 2.344 0.300
H -1.193 -1.708 1.733
H -0.696 -0.145 2.550
H -1.320 -0.413 -1.363
H -2.881 -0.601 -1.092
H -1.828 -1.841 -0.354
H -2.834 2.014 -0.448
H -1.644 3.192 -0.096
H -2.698 2.635 1.212
C 2.510 1.844 -0.227
C 2.356 0.567 -0.464
C 2.110 -0.668 -0.572
C 2.393 -1.644 0.456
H 1.816 2.661 0.052
H 3.373 2.250 -0.653
H 1.565 -0.912 -1.546
H 3.460 -1.987 0.426
H 2.148 -1.330 1.443
H 1.856 -2.561 0.285
*
```

Output
SMILES   C=C(C)OC.C=C=CC
Lowest unoccupied orbital energy   0.9163 eV
Frontier orbital gap   10.1 eV
Largest force on an atom   0.0706 hartree/bohr
Electronic energy   -388.31015 a.u.



Entry 5:
Entry from the OMol25 dataset: the molecule C5H9N at a distorted geometry (the ωB97M-V functional and the def2-TZVPD basis).

Structure (ORCA input):
```
! wB97M-V def2-TZVPD RIJCOSX def2/J DEFGRID3
* xyz 0 1
C -0.329 -1.401 -0.548
C 0.496 -0.321 0.162
C 1.009 0.746 -0.830
C -0.317 0.331 1.303
C -1.397 1.131 0.710
N -2.182 1.758 0.133
H -0.699 -2.162 0.151
H 0.269 -1.914 -1.309
H -1.198 -0.959 -1.051
H 1.346 -0.812 0.653
H 0.243 0.964 -1.582
H 1.905 0.389 -1.345
H 1.255 1.679 -0.330
H 0.328 0.993 1.894
H -0.729 -0.422 1.989
*
```

Output
SMILES   CC(C)CC#N
Lowest unoccupied orbital energy   0.8740 eV
Frontier orbital gap   12.3 eV
Largest force on an atom   0.0237 hartree/bohr
Electronic energy   -250.66442 a.u.



Entry 6:
Entry from the OMol25 dataset: the molecule C3H4 at a distorted geometry (the ωB97M-V functional and the def2-TZVPD basis).

Structure (ORCA input):
```
! wB97M-V def2-TZVPD RIJCOSX def2/J DEFGRID3
* xyz 0 1
C -0.325 1.941 -0.002
C -0.091 0.722 -0.095
C 0.180 -0.816 0.206
H -0.550 2.460 -0.826
H -0.658 -1.479 0.236
H 0.740 -1.507 -0.496
H 0.704 -1.320 0.978
*
```

Output
SMILES   C#CC
Lowest unoccupied orbital energy   0.8060 eV
Frontier orbital gap   11.1 eV
Largest force on an atom   0.1015 hartree/bohr
Electronic energy   -116.55561 a.u.



Entry 7:
Entry from the OMol25 dataset: a cluster of 2 separate species, C5H13N2 in total at a distorted geometry (the ωB97M-V functional and the def2-TZVPD basis).

Structure (ORCA input):
```
! wB97M-V def2-TZVPD RIJCOSX def2/J DEFGRID3
* xyz 1 1
C 1.169 -0.259 1.201
C 1.499 -1.054 -0.160
C 0.064 -0.817 -0.677
C -1.465 -0.423 1.428
C -0.249 -0.020 0.541
N -0.569 -1.191 -1.697
N -0.107 2.521 -0.973
H 1.104 -0.863 2.100
H 1.810 0.702 1.449
H 2.317 -0.784 -0.755
H 1.488 -2.123 -0.085
H -2.420 -0.189 1.032
H -1.389 -0.128 2.527
H -1.457 -1.568 1.453
H -0.337 1.126 0.205
H -1.545 -1.437 -1.717
H -0.116 -1.768 -2.381
H -0.501 3.490 -0.867
H -0.201 2.160 -1.966
H 0.905 2.626 -0.660
*
```

Output
Lowest unoccupied orbital energy   -4.0695 eV
Frontier orbital gap   9.4 eV
Largest force on an atom   0.0964 hartree/bohr
Electronic energy   -307.51112 a.u.



Entry 8:
Entry from the OMol25 dataset: the molecule C2H5FN4 at a distorted geometry (the ωB97M-V functional and the def2-TZVPD basis).

Structure (ORCA input):
```
! wB97M-V def2-TZVPD RIJCOSX def2/J DEFGRID3
* xyz 0 1
C 0.502 -0.343 0.462
C -0.546 -1.440 0.360
N -0.355 0.928 0.987
N -0.595 1.718 0.138
N 1.097 -0.064 -0.711
N -0.047 1.860 -0.959
F -0.753 2.418 -1.973
H 1.132 -0.435 1.361
H -0.060 -2.377 0.106
H -1.241 -1.197 -0.438
H -1.090 -1.540 1.294
H 1.957 0.473 -0.627
*
```

Output
Lowest unoccupied orbital energy (spin up / spin down)   -1.3578 / -1.3559 eV
Frontier orbital gap (spin up / spin down)   8.3 / 8.3 eV
Largest force on an atom   0.0650 hartree/bohr
Electronic energy   -397.86429 a.u.